(1)
Computed, not measured: a single C21H28N4O6S molecule at a distorted geometry, with ωB97M-V with the def2-TZVPD basis set.

Structure (XYZ):
```
60
Properties=species:S:1:pos:R:3:forces:R:3
C -6.6475 -1.3973 1.8192 0.267 0.135 -0.164
C -5.3495 -1.1470 1.0582 0.005 -0.528 0.202
N -5.4409 0.0086 0.1957 0.316 -0.163 -1.057
C -5.6144 1.3209 0.7707 0.055 0.622 0.165
C -4.5301 1.7380 1.7650 -0.195 -0.143 -0.131
S -4.6296 -0.0587 -1.2490 -0.015 0.020 0.068
O -5.1153 1.0147 -2.0669 0.196 0.186 0.198
O -4.7297 -1.4021 -1.7376 0.166 -0.123 0.257
C -2.9097 0.2752 -0.8731 -0.673 -0.082 -0.290
C -2.3565 1.5039 -1.1916 -0.083 -0.040 -0.011
C -1.0518 1.7912 -0.8530 0.131 0.033 0.048
C -0.2494 0.8516 -0.1848 -0.409 -0.264 -0.146
N 1.0275 1.1083 0.2480 0.177 -0.019 -0.152
C 1.7412 2.3386 -0.0590 0.186 0.386 -0.042
C 1.7586 3.0921 1.2676 0.011 -0.098 -0.101
C 2.0465 1.9588 2.2522 -0.008 0.052 -0.006
C 1.4151 0.7108 1.6003 0.068 -0.251 0.416
C -0.8125 -0.4252 0.0520 -0.221 0.220 -0.017
C -0.0025 -1.5764 0.5218 -0.096 -0.130 0.151
O -0.2932 -2.3430 1.4002 -0.011 0.045 -0.128
O 1.1014 -1.6992 -0.2465 0.180 -0.035 -0.263
C 2.0074 -2.7517 0.0422 0.125 -0.563 0.352
C 3.4564 -2.2666 0.0201 -0.517 0.104 -0.032
O 4.3722 -2.9806 0.3483 0.088 -0.212 0.046
N 3.5816 -0.9792 -0.3995 -0.300 0.450 -0.255
C 4.7543 -0.2604 -0.4535 0.901 0.551 0.002
C 6.0865 -0.7009 -0.2445 0.222 0.467 -0.075
C 6.8271 0.4328 -0.4174 -0.435 -0.682 0.115
C 8.2850 0.6876 -0.3485 -0.164 0.210 -0.074
O 6.0097 1.4608 -0.7024 0.850 -0.002 0.051
N 4.7242 1.0263 -0.7219 -1.087 -0.505 -0.034
C -2.1376 -0.6918 -0.2662 0.161 -0.003 0.120
H -7.4820 -1.4279 1.1244 -0.116 -0.018 -0.051
H -6.5853 -2.3505 2.3373 -0.011 -0.059 0.090
H -6.8299 -0.6169 2.5537 -0.081 0.052 0.115
H -5.1539 -1.9865 0.3899 0.025 -0.063 0.257
H -4.5114 -1.0556 1.7634 -0.022 -0.038 -0.066
H -5.6297 2.0042 -0.0796 -0.179 0.121 0.223
H -6.5939 1.3614 1.2573 0.033 0.011 -0.125
H -3.5427 1.6584 1.3162 0.095 0.031 0.046
H -4.6952 2.7700 2.0636 0.009 0.096 0.072
H -4.5596 1.1163 2.6566 0.057 -0.030 0.136
H -2.9759 2.2298 -1.6943 -0.002 0.150 -0.065
H -0.6651 2.7684 -1.0907 0.049 0.074 0.010
H 1.2884 2.8884 -0.8779 0.009 -0.048 -0.050
H 2.7657 2.0696 -0.3452 -0.222 0.212 -0.015
H 2.5129 3.8739 1.2974 0.015 0.083 0.006
H 0.7799 3.5339 1.4626 -0.030 0.047 -0.013
H 1.6324 2.1482 3.2401 0.037 -0.029 0.047
H 3.1227 1.8216 2.3513 0.024 -0.008 0.042
H 2.1411 -0.1065 1.5827 -0.080 -0.014 0.056
H 0.5354 0.3689 2.1512 0.040 0.003 -0.047
H 1.7824 -3.1821 1.0257 0.162 0.093 -0.211
H 1.8954 -3.5432 -0.7074 0.028 0.130 0.101
H 2.7402 -0.4739 -0.6552 -0.060 -0.059 0.099
H 6.4048 -1.6917 -0.0064 0.141 -0.172 0.051
H 8.8031 -0.2219 -0.0623 0.034 -0.026 0.012
H 8.6519 1.0233 -1.3172 0.073 -0.007 -0.036
H 8.4946 1.4708 0.3779 0.068 0.011 0.054
H -2.5490 -1.6704 -0.0767 0.012 -0.180 0.050
```
Forces are in eV/Å.

Results
HOMO level = -8.404 eV
LUMO = 0.5 eV
DFT total energy = -1885.65805 a.u.
Gap between HOMO and LUMO = 8.93 eV
Relative energy (zero: lowest compared OMol25 entry of this formula, charge and spin) = 4.9 kcal per mole

***

(2)
Computed, not measured: a molecular structure, C30H47N5STc at a distorted geometry, with ωB97M-V with the def2-TZVPD basis set.

Structure (XYZ):
```
84
Properties=species:S:1:pos:R:3:forces:R:3
Tc 0.3144 1.1176 -0.6714 0.869 -0.548 0.221
C 2.6332 4.4066 -0.7912 1.106 0.584 -0.154
C 1.5291 2.6027 -0.1077 -0.466 -2.561 -1.013
N 1.4838 3.6930 -0.9276 -0.088 0.461 0.791
H 4.3731 4.0444 0.4869 0.151 0.193 0.078
N 2.7110 2.6968 0.5725 -0.343 -0.218 0.580
H 2.8515 5.2797 -1.3698 0.066 0.239 -0.004
C 1.4711 -0.3934 -1.5842 0.282 0.914 0.124
C 1.0671 -1.7362 -1.6172 0.505 -0.280 -0.373
C 1.7821 -2.6705 -2.3747 -0.075 0.252 0.054
C 2.9290 -2.2930 -3.0843 -0.332 -0.092 0.245
C 3.3576 -0.9668 -3.0124 -0.034 0.121 -0.037
C 2.6354 -0.0189 -2.2846 0.112 -0.969 -0.305
H 0.1855 -2.0666 -1.0594 0.349 0.013 -0.248
H 1.4480 -3.7123 -2.4144 0.073 0.232 0.024
H 4.2691 -0.6765 -3.5378 -0.086 -0.038 -0.012
H 2.9871 1.0173 -2.2618 -0.061 -0.295 0.035
C 3.6611 -3.3255 -3.8921 0.158 -0.219 -0.095
H 4.4323 -2.8737 -4.5158 0.063 0.056 -0.038
H 2.9819 -3.8751 -4.5522 0.014 0.061 0.035
H 4.1489 -4.0737 -3.2574 -0.011 0.051 0.003
C 0.4377 3.8151 -1.9327 0.231 -0.302 -0.084
C 0.4943 5.2037 -2.5406 -0.174 0.247 -0.149
C 0.6525 2.7198 -2.9623 0.130 -0.206 -0.744
H 1.4426 5.3896 -3.0590 -0.149 -0.044 0.102
H -0.3075 5.3096 -3.2749 0.022 -0.037 0.013
H 0.3444 5.9699 -1.7713 0.089 -0.070 -0.078
H -1.6745 3.5085 -2.0762 0.139 0.049 0.327
H -1.1475 4.2313 -0.5111 -0.113 -0.012 0.190
H 0.5319 1.6782 -2.4879 0.164 0.843 -0.998
C -0.9012 3.5174 -1.2911 -0.342 0.092 -0.156
H 1.6484 2.7778 -3.4172 -0.123 -0.034 0.012
H -0.1184 2.7936 -3.7445 0.228 -0.057 0.087
H -0.9108 2.4855 -0.8214 -0.939 1.170 -0.354
C 3.4029 3.7800 0.1301 0.132 1.053 -0.623
C 3.8289 0.5219 0.8358 0.114 -0.338 -0.067
H 4.5698 0.8608 0.0984 -0.102 -0.129 0.117
H 4.3320 -0.1169 1.5749 -0.056 0.072 -0.154
C 3.2270 1.7226 1.5561 -0.103 0.037 -0.303
H 2.5545 0.7697 3.3417 -0.069 0.013 -0.072
C 4.3238 2.4004 2.3632 0.263 0.190 0.195
H 3.9456 3.3030 2.8646 0.142 -0.178 -0.111
H 3.0714 -0.0785 0.3178 0.141 0.273 0.125
H 1.3900 0.6249 2.0148 0.212 0.231 0.027
H 5.1829 2.6627 1.7284 -0.156 -0.058 0.263
H 4.6751 1.6958 3.1239 -0.044 0.142 -0.091
C 2.1100 1.2976 2.4893 -0.140 -0.201 0.399
H 1.5669 2.1679 2.8690 0.009 -0.066 -0.043
C -4.0492 -3.2567 0.7798 -0.046 0.355 0.476
N -3.1906 -2.8908 -0.2589 -1.030 -0.573 0.380
H -3.5238 -4.0768 2.7705 -0.053 -0.085 -0.311
N -1.9549 -3.7311 1.2971 -1.187 -0.610 0.091
H -5.1007 -2.9950 0.8131 0.219 -0.212 -0.068
C -3.5254 -1.9027 -1.3474 0.485 -1.075 0.452
C -4.3610 -2.5501 -2.4429 -0.091 0.067 -0.499
C -4.1978 -0.7084 -0.6920 -0.007 0.265 0.250
H -5.3201 -2.9525 -2.1053 0.123 -0.025 0.135
H -4.5725 -1.8036 -3.2236 -0.022 -0.060 0.231
H -3.7797 -3.3379 -2.9415 -0.189 0.019 0.280
H -2.3385 -0.7233 -2.6889 -0.112 -0.162 -0.135
H -1.6340 -2.3370 -2.3265 -0.095 0.199 0.082
H -3.5920 -0.3428 0.1466 -0.066 -0.145 -0.174
C -2.1919 -1.4912 -1.9207 0.273 0.862 -0.262
H -5.1983 -0.9261 -0.3193 -0.088 -0.129 -0.025
H -4.2786 0.1106 -1.4041 -0.039 0.053 -0.172
H -1.6090 -1.0059 -1.1288 -0.051 -0.317 -0.319
C -3.2727 -3.7901 1.7560 -0.051 0.504 0.299
C -0.9198 -2.9202 3.3422 0.045 0.186 0.143
H -1.7479 -3.2616 3.9818 0.300 0.097 -0.085
H 0.0052 -2.9037 3.9346 -0.241 -0.020 -0.062
C -0.7409 -3.8598 2.1538 -0.358 -0.456 -0.404
H 1.3733 -3.5691 1.8563 -0.061 -0.088 0.198
C -0.5497 -5.2920 2.6433 0.280 -0.121 0.272
H -0.3638 -5.9681 1.8007 -0.194 0.042 0.122
H -1.1377 -1.8950 3.0106 0.077 -0.248 0.031
H 0.3774 -2.4707 0.9152 -0.045 -0.080 0.036
H -1.3912 -5.6525 3.2443 0.038 0.003 -0.149
H 0.3520 -5.3239 3.2810 -0.350 -0.012 -0.168
C 0.4431 -3.4913 1.2895 0.581 0.120 -0.145
H 0.5165 -4.1757 0.4322 -0.048 0.309 0.190
C -1.9436 -3.2981 0.0295 1.738 1.228 -0.734
S -0.9099 0.2262 1.0167 -1.280 0.304 1.838
C -1.1798 1.8590 1.4756 -0.483 0.170 1.363
N -1.4238 2.8856 2.0032 0.271 -1.006 -0.899
```
Forces are in eV/Å.

Results
HOMO level (alpha / beta) = 2.992 / -0.522 eV
LUMO (alpha / beta) = 4.2 / 4.1 eV
DFT total energy = -1923.86202 a.u.
Expectation value of S² = 3.76
Gap between HOMO and LUMO (alpha / beta) = 1.23 / 4.65 eV
Multiplicity = 4
Charge = -2

***

(3)
Computed, not measured: 3 unconnected molecules or ions with the total composition C19H46N4O4P, with ωB97M-V with the def2-TZVPD basis set.

Structure (XYZ):
```
74
Properties=species:S:1:pos:R:3:forces:R:3
C 1.1731 0.7011 -1.1248 0.037 -0.024 -0.042
C 0.4743 1.6697 -2.0841 -0.067 -0.193 0.008
C 1.3655 2.8904 -2.3047 0.036 0.028 0.056
C -0.8732 2.1754 -1.5372 0.040 -0.040 0.124
C -2.0951 1.2244 -1.6359 0.094 0.045 0.117
C -2.2377 0.3601 -0.3351 0.028 -0.041 0.054
C -3.3341 0.6287 0.6963 -0.029 0.101 -0.134
N -3.3839 1.9758 1.2627 0.101 -0.100 0.193
P -3.5466 2.3228 -1.9259 -0.003 0.015 -0.036
O -3.4666 3.6958 -1.3763 0.045 -0.025 0.025
C -1.9679 0.2852 -2.8581 0.002 -0.013 -0.003
C -1.0216 0.7188 -3.9851 0.023 0.031 0.201
C -0.8915 -0.4488 -4.9679 -0.045 -0.072 -0.099
C -1.4519 1.9811 -4.7390 -0.066 -0.029 0.038
N 0.3069 0.9516 -3.3777 0.007 0.462 -0.283
O 1.3022 0.9737 -4.1750 -0.102 -0.181 0.141
H 0.4999 -0.0663 -0.7408 0.013 0.004 -0.045
H 1.6108 1.2426 -0.2839 -0.065 -0.068 0.044
H 1.9775 0.1982 -1.6635 0.057 0.061 0.033
H 1.3515 3.4973 -1.3967 0.020 0.002 -0.018
H 2.3910 2.5952 -2.5128 -0.002 -0.009 -0.044
H 1.0007 3.4963 -3.1351 -0.001 -0.012 0.014
H -1.0982 3.1428 -1.9903 0.017 -0.046 -0.071
H -0.6999 2.3959 -0.4804 -0.050 0.099 -0.039
H -2.3559 -0.6869 -0.6189 0.004 0.009 -0.035
H -1.2821 0.4133 0.1907 -0.022 -0.021 -0.006
H -3.1665 -0.1082 1.4849 -0.040 0.046 0.044
H -4.3165 0.3840 0.2766 0.032 -0.026 -0.067
H -2.7967 2.6512 0.7911 -0.123 0.020 -0.058
H -3.1640 1.9820 2.2486 0.040 0.028 -0.087
H -4.6556 1.5583 -1.5200 -0.018 -0.049 0.010
H -3.6984 2.2648 -3.3235 -0.036 0.022 -0.005
H -1.6013 -0.6827 -2.5053 -0.006 0.009 -0.037
H -2.9525 0.0943 -3.3054 0.034 -0.056 0.054
H -0.7364 -0.0971 -5.9861 0.078 -0.006 0.009
H -1.7988 -1.0563 -4.9527 -0.001 0.048 -0.043
H -0.0444 -1.0764 -4.7009 -0.031 -0.052 0.035
H -0.7061 2.2025 -5.5033 -0.024 -0.015 0.020
H -1.5470 2.8531 -4.0928 0.013 0.009 0.012
H -2.4165 1.8117 -5.2218 0.035 0.011 -0.069
C -1.4627 -4.8318 3.3005 -0.006 -0.008 -0.002
C -0.7853 -3.4694 3.2031 0.058 -0.020 0.015
C -1.6578 -2.3784 2.5751 0.002 0.052 -0.001
O -1.8357 -2.4914 1.1753 0.019 -0.068 -0.021
C -2.8597 -3.3709 0.7549 -0.027 0.053 -0.005
N 0.5050 -3.6230 2.5324 -0.023 0.064 -0.028
H -1.4705 -5.3385 2.3348 -0.011 0.017 -0.009
H -0.9150 -5.4685 3.9938 0.016 -0.003 -0.018
H -2.4927 -4.7435 3.6508 0.002 0.002 0.004
H -0.5773 -3.1274 4.2228 -0.031 0.009 0.005
H -1.1572 -1.4170 2.7229 -0.010 0.006 -0.018
H -2.6363 -2.3287 3.0735 0.014 -0.031 0.015
H -3.7081 -3.3494 1.4469 -0.008 -0.003 -0.007
H -2.5092 -4.4010 0.6604 -0.006 -0.003 0.023
H -3.1984 -3.0313 -0.2246 0.001 -0.004 0.003
H 1.0362 -2.7605 2.5910 0.007 -0.012 0.022
H 0.3423 -3.7789 1.5419 0.008 -0.029 0.013
C 5.5306 0.3223 3.7620 0.000 0.008 0.008
C 5.3679 -0.0261 2.2865 0.017 -0.059 0.010
C 4.5283 0.9793 1.4921 0.006 0.024 -0.050
O 3.1364 0.9289 1.7484 -0.030 -0.048 0.077
C 2.6947 1.6419 2.8859 -0.015 0.033 -0.046
N 4.8769 -1.3994 2.1716 -0.034 0.051 -0.057
H 4.6308 0.0765 4.3273 -0.012 0.012 -0.011
H 6.3484 -0.2550 4.1910 -0.017 -0.019 0.000
H 5.7446 1.3835 3.9017 0.005 -0.001 -0.001
H 6.3625 -0.0032 1.8283 -0.002 0.034 -0.004
H 4.6313 0.7466 0.4292 -0.022 0.006 -0.003
H 4.8992 2.0013 1.6492 0.019 -0.016 0.021
H 3.2818 2.5541 3.0338 -0.010 0.006 0.007
H 2.7453 1.0419 3.7978 0.024 0.009 0.003
H 1.6549 1.9191 2.7114 -0.003 -0.001 0.002
H 4.9068 -1.7017 1.2036 0.027 -0.017 0.012
H 3.8959 -1.4160 2.4344 0.020 -0.020 0.027
```
Forces are in eV/Å.

Results
HOMO level (alpha / beta) = -7.950 / -9.107 eV
LUMO (alpha / beta) = 0.4 / 0.4 eV
DFT total energy = -1612.77010 a.u.
Expectation value of S² = 0.75
Gap between HOMO and LUMO (alpha / beta) = 8.39 / 9.55 eV
Multiplicity = 2

***

(4)
Computed, not measured: 2 unconnected molecules or ions with the total composition C3H11N5 at a distorted geometry, with ωB97M-V with the def2-TZVPD basis set.

Structure (XYZ):
```
19
Properties=species:S:1:pos:R:3:forces:R:3
C -0.5262 -0.1076 -0.1228 -2.352 1.005 0.148
C 1.1835 -1.7011 -0.5269 0.745 -0.961 -0.207
C -0.1555 -2.2751 -0.9598 0.245 -0.973 -0.455
N 0.1204 3.2115 1.3340 0.227 -0.134 0.094
N 0.8241 -0.3574 -0.0635 1.297 -0.039 0.114
N -1.0744 -1.1969 -0.6152 0.965 0.708 0.420
N 1.5846 0.5283 0.3672 -0.576 0.184 -0.011
N -2.3649 -1.3554 -0.7894 -0.535 -0.095 -0.103
H 1.6447 -2.2645 0.2922 -0.127 0.177 -0.047
H 1.9168 -1.6372 -1.3378 -0.175 0.099 0.093
H -0.2022 -2.4783 -2.0360 -0.035 0.120 0.168
H -0.4315 -3.1941 -0.4316 0.047 0.203 0.012
H 0.4701 3.3943 2.2856 -0.109 -0.007 -0.265
H 2.5748 0.2791 0.3893 0.055 -0.540 -0.201
H 0.3699 4.0043 0.7293 -0.087 -0.150 0.122
H -0.9009 3.1099 1.3677 0.201 -0.018 -0.069
H 0.5549 2.3352 0.9696 -0.274 0.324 0.117
H -2.7304 -2.2079 -1.1909 0.275 0.023 0.001
H -2.9820 -0.5755 -0.6112 0.214 0.075 0.070
```
Forces are in eV/Å.

Results
HOMO level (alpha / beta) = -17.218 / -17.320 eV
LUMO (alpha / beta) = -9.7 / -9.5 eV
DFT total energy = -393.94269 a.u.
Gap between HOMO and LUMO (alpha / beta) = 7.56 / 7.78 eV
Relative energy (zero: lowest compared OMol25 entry of this formula, charge and spin) = 30.5 kcal per mole
Charge = +2

***

(5)
Computed, not measured: 2 unconnected molecules or ions with the total composition C3H9N4 at a distorted geometry, with ωB97M-V with the def2-TZVPD basis set.

Structure (XYZ):
```
16
Properties=species:S:1:pos:R:3:forces:R:3
C -2.0770 0.0513 0.5051 -1.284 0.000 2.626
C -2.2724 1.3979 -0.0461 -1.131 1.355 0.900
C 3.4574 0.7934 0.9382 3.610 4.099 -3.180
N 1.5367 0.4430 -0.4019 -1.975 0.294 -1.592
N 0.6886 0.4076 -1.2205 3.957 0.645 1.927
N -1.2126 -0.7059 -0.0584 -0.910 3.551 -1.172
N 2.2151 0.3951 0.5750 -4.685 -1.035 -0.831
H -2.7263 -0.2274 1.4708 1.700 0.070 -2.320
H -1.7693 1.4438 -0.9633 0.159 0.200 -1.748
H -1.8601 2.2902 0.4744 0.116 -1.012 0.616
H -3.3435 1.6999 -0.0812 0.572 -0.615 -0.364
H 4.0852 0.4756 0.0831 0.452 0.347 0.537
H 3.7817 0.2752 1.7454 0.763 -1.334 2.650
H 3.6586 1.9596 1.0585 -0.860 -2.349 -0.084
H -0.5776 -0.1593 -0.8084 -0.963 -1.594 1.062
H -0.9462 -1.5697 0.2621 0.480 -2.622 0.972
```
Forces are in eV/Å.

Results
HOMO level = -13.769 eV
LUMO = -4.3 eV
DFT total energy = -338.34094 a.u.
Gap between HOMO and LUMO = 9.45 eV
Relative energy (zero: lowest compared OMol25 entry of this formula, charge and spin) = 112.9 kcal per mole
Charge = +1

***

Which formula does entry 5 have?
C3H9N4

***

Copy entry 4 word for word.
Computed, not measured: 2 unconnected molecules or ions with the total composition C3H11N5 at a distorted geometry, with ωB97M-V with the def2-TZVPD basis set.

Structure (XYZ):
```
19
Properties=species:S:1:pos:R:3:forces:R:3
C -0.5262 -0.1076 -0.1228 -2.352 1.005 0.148
C 1.1835 -1.7011 -0.5269 0.745 -0.961 -0.207
C -0.1555 -2.2751 -0.9598 0.245 -0.973 -0.455
N 0.1204 3.2115 1.3340 0.227 -0.134 0.094
N 0.8241 -0.3574 -0.0635 1.297 -0.039 0.114
N -1.0744 -1.1969 -0.6152 0.965 0.708 0.420
N 1.5846 0.5283 0.3672 -0.576 0.184 -0.011
N -2.3649 -1.3554 -0.7894 -0.535 -0.095 -0.103
H 1.6447 -2.2645 0.2922 -0.127 0.177 -0.047
H 1.9168 -1.6372 -1.3378 -0.175 0.099 0.093
H -0.2022 -2.4783 -2.0360 -0.035 0.120 0.168
H -0.4315 -3.1941 -0.4316 0.047 0.203 0.012
H 0.4701 3.3943 2.2856 -0.109 -0.007 -0.265
H 2.5748 0.2791 0.3893 0.055 -0.540 -0.201
H 0.3699 4.0043 0.7293 -0.087 -0.150 0.122
H -0.9009 3.1099 1.3677 0.201 -0.018 -0.069
H 0.5549 2.3352 0.9696 -0.274 0.324 0.117
H -2.7304 -2.2079 -1.1909 0.275 0.023 0.001
H -2.9820 -0.5755 -0.6112 0.214 0.075 0.070
```
Forces are in eV/Å.

Results
HOMO level (alpha / beta) = -17.218 / -17.320 eV
LUMO (alpha / beta) = -9.7 / -9.5 eV
DFT total energy = -393.94269 a.u.
Gap between HOMO and LUMO (alpha / beta) = 7.56 / 7.78 eV
Relative energy (zero: lowest compared OMol25 entry of this formula, charge and spin) = 30.5 kcal per mole
Charge = +2

***

DFT total energy of number 4 (C3H11N5)?
-393.94269 a.u.